A cluster of 2 separate species, C4H6NO in total at a distorted geometry. Source: the Open Molecules 2025 dataset; level of theory: ωB97M-V/def2-TZVPD.

Each atom is followed by the atoms it is bonded to, with distances in Å.
Element x y z (Å)
1 O -0.85 -0.96 -1.17  C3 1.429, C6 1.463
2 N 1.51 -1.54 -0.92  C4 1.174, C6 1.301
3 C -0.29 0.31 -0.83  O1 1.429, C5 1.462, C6 1.485, H10 1.103
4 C 2.56 -2.06 -0.99  N2 1.174, H11 0.993
5 C -1.07 1.02 0.19  C3 1.462, H7 1.324, H8 1.141, H12 1.162
6 C 0.45 -0.93 -0.49  O1 1.463, N2 1.301, C3 1.485
7 H -0.66 0.30 1.22  C5 1.324
8 H -0.93 2.12 0.44  C5 1.141
9 H -0.83 -0.57 1.54  no bonds
10 H 0.00 1.04 -1.61  C3 1.103
11 H 3.38 -2.61 -1.07  C4 0.993
12 H -2.20 0.73 0.25  C5 1.162

Net charge   +1
Maximum force   6.4 eV Å⁻¹
E_HOMO (alpha / beta)   -13.759 / -12.875 eV

Löwdin population analysis, charges in e, atoms 1 to 4: 0.0507, 0.1669, -0.3157, 0.3671

***

A cluster of 14 separate species, C19H66N2O14 in total at a distorted geometry. Source: the Open Molecules 2025 dataset; level of theory: ωB97M-V/def2-TZVPD.

Each atom is followed by the atoms it is bonded to, with distances in Å.
Element x y z (Å)
1 O -1.25 -0.03 4.85  C30 1.422, H60 0.960
2 O 1.71 -4.37 -1.19  C34 1.461, H86 0.938
3 O 0.30 4.24 3.07  C32 1.414, H55 0.978
4 O -1.45 -1.94 -3.02  C20 1.432, H42 0.919
5 O -3.33 4.34 1.25  C23 1.375
6 O -1.73 3.52 -3.95  C24 1.386, H46 0.945
7 O 1.30 3.31 -0.42  C21 1.419, H39 0.987
8 O 0.57 1.05 0.74  C18 1.420, H100 0.991
9 O 3.45 1.04 -0.36  C35 1.403, H62 0.990
10 O 2.57 -0.90 -3.39  C22 1.402, H77 0.937
11 O -1.61 -6.41 -0.80  C31 1.434, H79 0.962
12 O -3.80 -1.42 0.89  C27 1.381, H90 0.928
13 O -0.07 -3.67 3.48  C26 1.365, H93 0.940
14 O 2.82 0.15 3.70  C19 1.347, H44 0.964
15 N -1.66 2.75 1.82  C23 1.315, H66 1.045, H87 1.048
16 N -1.28 3.95 0.06  C23 1.334, H47 1.036, H53 1.036
17 C 2.29 3.76 4.16  C32 1.463, H68 1.169, H80 1.017, H83 1.058
18 C -0.03 0.27 -0.29  O8 1.420, C25 1.541, H67 1.067, H75 1.104
19 C 2.53 -0.73 2.72  O14 1.347, H37 1.019, H38 1.093, H92 1.079
20 C -2.85 -1.72 -3.19  O4 1.432, H59 1.138, H85 1.072, H95 1.083
21 C 1.31 3.69 -1.79  O7 1.419, C29 1.517, H94 1.081, H99 1.136
22 C 1.94 -0.12 -4.38  O10 1.402, H61 1.122, H88 1.056, H101 1.120
23 C -2.17 3.65 1.01  O5 1.375, N15 1.315, N16 1.334
24 C -2.83 2.69 -3.98  O6 1.386, C28 1.532, H57 1.139, H98 1.133
25 C -0.24 -1.10 0.38  C18 1.541, H43 1.108, H69 1.076, H97 1.068
26 C 0.91 -4.34 2.79  O13 1.365, H64 1.062, H74 1.091, H81 1.035
27 C -3.53 -0.10 0.58  O12 1.381, H41 1.115, H51 1.069, H72 1.090
28 C -2.85 1.95 -2.63  C24 1.532, H45 1.127, H52 1.109, H63 1.120
29 C 1.10 2.51 -2.72  C21 1.517, H54 1.084, H56 1.063, H89 1.128
30 C -0.92 -0.33 3.50  O1 1.422, H36 1.094, H48 1.153, H50 1.091
31 C -1.32 -5.40 0.18  O11 1.434, C33 1.521, H49 1.055, H70 1.136
32 C 1.20 3.19 3.38  O3 1.414, C17 1.463, H84 1.091, H96 1.111
33 C -2.35 -4.32 0.46  C31 1.521, H58 1.105, H71 1.166, H78 1.096
34 C 2.06 -2.96 -1.05  O2 1.461, H73 1.083, H82 1.081, H91 1.119
35 C 4.42 0.11 -0.78  O9 1.403, H40 1.110, H65 1.058, H76 1.080
36 H -1.87 -0.59 3.03  C30 1.094
37 H 1.80 -1.35 3.06  C19 1.019
38 H 3.33 -1.42 2.43  C19 1.093
39 H 1.97 3.88 0.03  O7 0.987
40 H 5.35 0.09 -0.18  C35 1.110
41 H -4.41 0.49 0.91  C27 1.115
42 H -1.10 -1.31 -3.59  O4 0.919
43 H -0.35 -1.86 -0.42  C25 1.108
44 H 3.23 -0.42 4.36  O14 0.964
45 H -2.89 2.77 -1.85  C28 1.127
46 H -1.30 3.75 -4.77  O6 0.945
47 H -0.40 3.45 -0.17  N16 1.036
48 H -0.41 0.59 3.03  C30 1.153
49 H -0.52 -4.79 -0.14  C31 1.055
50 H -0.30 -1.23 3.50  C30 1.091
51 H -3.43 0.21 -0.44  C27 1.069
52 H -2.09 1.15 -2.62  C28 1.109
53 H -1.63 4.44 -0.78  N16 1.036
54 H 0.09 2.15 -2.60  C29 1.084
55 H -0.44 3.85 2.58  O3 0.978
56 H 1.23 2.77 -3.74  C29 1.063
57 H -2.81 1.98 -4.87  C24 1.139
58 H -2.79 -3.95 -0.48  C33 1.105
59 H -3.36 -1.72 -2.18  C20 1.138
60 H -1.78 -0.72 5.24  O1 0.960
61 H 2.38 0.90 -4.51  C22 1.122
62 H 3.05 1.60 -1.06  O9 0.990
63 H -3.85 1.44 -2.59  C28 1.120
64 H 0.65 -4.25 1.77  C26 1.062
65 H 4.71 0.21 -1.80  C35 1.058
66 H -1.04 1.98 1.48  N15 1.045
67 H -0.89 0.66 -0.78  C18 1.067
68 H 2.90 2.86 4.58  C17 1.169
69 H -1.13 -1.09 0.99  C25 1.076
70 H -1.01 -5.81 1.19  C31 1.136
71 H -3.30 -4.86 0.88  C33 1.166
72 H -2.71 0.39 1.12  C27 1.090
73 H 2.92 -2.70 -1.65  C34 1.083
74 H 1.79 -3.70 2.69  C26 1.091
75 H 0.65 0.17 -1.15  C18 1.104
76 H 4.01 -0.88 -0.74  C35 1.080
77 H 3.41 -1.23 -3.64  O10 0.937
78 H -1.97 -3.54 1.12  C33 1.096
79 H -1.44 -6.06 -1.68  O11 0.962
80 H 1.89 4.25 4.95  C17 1.017
81 H 1.10 -5.31 3.11  C26 1.035
82 H 1.21 -2.54 -1.57  C34 1.081
83 H 2.92 4.42 3.62  C17 1.058
84 H 1.55 2.71 2.47  C32 1.091
85 H -3.32 -2.54 -3.71  C20 1.072
86 H 2.47 -4.88 -0.96  O2 0.938
87 H -2.04 2.48 2.76  N15 1.048
88 H 2.01 -0.70 -5.26  C22 1.056
89 H 1.82 1.69 -2.42  C29 1.128
90 H -3.09 -1.99 0.72  O12 0.928
91 H 2.19 -2.61 0.00  C34 1.119
92 H 2.13 -0.10 1.95  C19 1.079
93 H 0.21 -3.64 4.38  O13 0.940
94 H 2.31 4.08 -1.89  C21 1.081
95 H -3.01 -0.76 -3.66  C20 1.083
96 H 0.70 2.37 3.94  C32 1.111
97 H 0.61 -1.47 0.91  C25 1.068
98 H -3.74 3.34 -4.13  C24 1.133
99 H 0.66 4.59 -2.05  C21 1.136
100 H 1.02 1.83 0.33  O8 0.991
101 H 0.90 0.17 -4.10  C22 1.120

Net charge   0
Maximum force   7.4 eV Å⁻¹
E_HOMO   -8.902 eV

Löwdin population analysis, charges in e, atoms 1 to 4: -0.1230, -0.1094, -0.0835, -0.0997

***

The molecule C9H11NSi at a distorted geometry. Source: the Open Molecules 2025 dataset; level of theory: ωB97M-V/def2-TZVPD.

Each atom is followed by the atoms it is bonded to, with distances in Å.
Element x y z (Å)
1 Si -1.25 2.43 0.48  N2 1.804, C10 2.024, H14 1.559, H17 1.435
2 N -2.06 1.45 -0.81  Si1 1.804, H19 1.010, H21 1.020
3 C -0.36 -1.97 -1.42  C7 1.348, C8 1.385, H20 1.119
4 C 1.16 -2.21 0.47  C6 1.390, C8 1.372, H16 1.092
5 C 1.38 1.17 1.33  C9 1.361, C10 1.486, H18 1.109
6 C 1.06 -0.83 0.55  C4 1.390, C9 1.393, C11 1.375
7 C -0.43 -0.63 -1.36  C3 1.348, C11 1.403, H15 1.039
8 C 0.44 -2.72 -0.58  C3 1.385, C4 1.372, H22 1.080
9 C 1.64 -0.14 1.61  C5 1.361, C6 1.393, H12 1.079
10 C 0.45 1.38 0.19  Si1 2.024, C5 1.486, C11 1.537, H13 1.054
11 C 0.36 -0.06 -0.35  C6 1.375, C7 1.403, C10 1.537
12 H 2.29 -0.73 2.24  C9 1.079
13 H 1.00 1.83 -0.59  C10 1.054
14 H -1.09 3.56 -0.58  Si1 1.559
15 H -0.68 -0.07 -2.20  C7 1.039
16 H 1.65 -2.88 1.18  C4 1.092
17 H -1.95 2.53 1.73  Si1 1.435
18 H 1.70 2.12 1.80  C5 1.109
19 H -1.80 0.59 -0.35  N2 1.010
20 H -0.97 -2.38 -2.27  C3 1.119
21 H -3.06 1.38 -0.63  N2 1.020
22 H 0.51 -3.79 -0.46  C8 1.080

Net charge   0
Maximum force   5.3 eV Å⁻¹
E_HOMO   -8.132 eV

Löwdin population analysis, charges in e, atoms 1 to 4: 0.6822, -0.1630, -0.0945, -0.0231

***

The records above give, respectively, energy relative to the best compared isomer or geometry (same formula, charge and spin) values of 188.5 59.0 50.9 kcal/mol.
The records above give, respectively, energy values of -7766.7229 -52410.3027 -18876.5748 eV.